# 1
C5H8N2O | ωB97M-V with the def2-TZVPD basis set

Highest occupied orbital energy = -8.8 eV
Multiplicity = 1
SMILES = OC[C@H]1[C@@H]2N=CN[C@H]12
Calculated total energy = -10337.606 eV

```
16
Properties=species:S:1:pos:R:3:lowdin_charge:R:1
O -2.5553 0.3920 -0.6009 -0.16
C -2.1818 -0.3578 0.6040 -0.21
C -0.5552 -0.4812 0.5280 -0.15
C 0.3406 -0.6726 -0.6748 -0.20
N 1.7650 -1.0825 -0.2307 0.10
C 2.2796 0.0488 0.1045 -0.26
N 1.4839 1.1371 0.1718 -0.01
C 0.2065 0.7703 -0.1732 -0.23
H -1.8049 1.3116 -0.5034 0.18
H -2.4534 0.0196 1.6804 0.13
H -2.4715 -1.3751 0.7309 0.08
H -0.2420 -1.1163 1.3978 0.14
H -0.0809 -1.2455 -1.5582 0.15
H 3.3697 0.1456 0.5692 0.16
H 1.3461 1.4360 1.1980 0.18
H -0.5020 1.4612 -0.6259 0.11
```

# 2
C5H8N2O | ωB97M-V with the def2-TZVPD basis set

Highest occupied orbital energy = -9.4 eV
Multiplicity = 1
SMILES = O/N=C1\C[C@@H]2N[C@@H]2C1
Calculated total energy = -10337.220 eV

```
16
Properties=species:S:1:pos:R:3:lowdin_charge:R:1
O 0.5373 2.5218 -0.8304 -0.15
N 0.6487 1.7464 0.3248 -0.03
C 0.5560 0.4688 0.0928 -0.31
C -0.0309 -0.0626 -1.1397 -0.10
C -0.8228 -1.3462 -0.6585 -0.30
N -1.6000 -1.2848 0.6114 0.06
C -0.1056 -1.8140 0.5189 -0.22
C 0.7558 -0.6775 1.1592 -0.07
H 0.2698 3.4837 -0.1589 0.25
H -0.8141 0.5828 -1.3942 0.09
H 0.8334 -0.3786 -1.8569 0.17
H -1.2364 -2.1135 -1.4691 0.17
H -1.4905 -0.2551 1.0232 0.13
H 0.2679 -2.7864 0.8768 0.13
H 0.5674 -0.5235 2.1455 0.07
H 1.8481 -0.8253 1.0865 0.12
```

# 3
C5H8N2O | ωB97M-V with the def2-TZVPD basis set

Highest occupied orbital energy = -9.6 eV
Multiplicity = 1
Calculated total energy = -10334.428 eV

```
16
Properties=species:S:1:pos:R:3:lowdin_charge:R:1
C -0.2579 0.5953 -0.1927 -0.52
C 0.9581 0.2858 -1.0471 -0.03
C 1.1273 -0.6981 0.1024 -0.31
C 0.6431 0.2434 1.0755 -0.07
C -1.0253 -0.6704 -0.1847 -0.65
H -1.3393 1.6163 0.8845 0.09
H -2.2581 1.6680 -0.5003 0.23
H 0.8960 -0.0922 -2.1014 0.13
H 2.0758 0.7843 -0.6622 0.20
H 1.8343 -1.5119 0.0759 0.14
H 0.0371 -0.2902 1.9679 0.18
H 1.3602 0.9948 1.5764 0.15
H -0.5301 -2.4098 -0.9990 0.35
N -0.9924 1.8136 -0.1221 0.04
N -0.2272 -1.5111 0.1179 0.10
O -2.3016 -0.8178 0.0092 -0.02
```

# 4
C5H8N2O | ωB97M-V with the def2-TZVPD basis set

Highest occupied orbital energy = -9.1 eV
Multiplicity = 1
SMILES = [H]/N=C(/C(=C)C)C(N)=O
Calculated total energy = -10340.559 eV

```
16
Properties=species:S:1:pos:R:3:lowdin_charge:R:1
H -1.9893 0.3090 2.2430 0.07
N -1.6423 -0.2827 1.4922 0.19
C -0.6693 0.1195 0.8530 -0.25
C -0.0205 -0.6674 -0.4385 -0.30
C 0.8765 -1.6223 -0.2364 0.05
C -0.7826 -0.4680 -1.7078 -0.06
C 0.1226 1.3457 0.5001 -0.53
N 1.2939 1.4541 1.2260 0.17
O -0.3767 2.2845 -0.1040 0.07
H 1.3963 -1.7370 0.7015 0.06
H 1.1189 -2.3385 -1.0082 0.06
H -1.8451 -0.6791 -1.5410 0.09
H -0.7000 0.5647 -2.0445 0.08
H -0.4156 -1.1380 -2.4864 0.08
H 1.8869 2.2330 0.9817 0.11
H 1.7462 0.6224 1.5693 0.10
```

# 5
C5H8N2O | ωB97M-V with the def2-TZVPD basis set

Highest occupied orbital energy = -8.6 eV
Multiplicity = 1
SMILES = O=C1CN2CC(C2)N1
Calculated total energy = -10338.977 eV

```
16
Properties=species:S:1:pos:R:3:lowdin_charge:R:1
O 0.8861 0.1234 2.6531 0.07
C 0.6127 -0.0101 1.4930 -0.48
C 0.1158 -1.3530 0.8369 -0.07
N -0.4397 -0.9878 -0.5040 -0.16
C 0.5465 -0.2560 -1.3766 -0.13
C 0.1210 1.1062 -0.7068 -0.30
C -1.2144 0.2653 -0.4218 -0.16
N 0.7313 1.0527 0.5478 0.02
H -0.6523 -1.6287 1.5235 0.11
H 0.8949 -2.1367 0.5793 0.14
H 0.1573 -0.4183 -2.4455 0.13
H 1.6603 -0.3726 -1.3701 0.12
H -0.0543 2.1355 -1.3323 0.18
H -1.7543 0.4108 0.5786 0.13
H -1.9605 0.0985 -1.3572 0.15
H 0.3495 1.9708 1.3019 0.26
```

# 6
C5H8N2O | ωB97M-V with the def2-TZVPD basis set

Highest occupied orbital energy = -9.6 eV
Multiplicity = 1
SMILES = CN1[C@H]2C=NOC[C@@H]21
Calculated total energy = -10334.379 eV

```
16
Properties=species:S:1:pos:R:3:lowdin_charge:R:1
C -2.2453 0.0124 0.1176 -0.12
N -1.1680 -0.6427 -0.7159 -0.01
C 0.0623 -0.7771 0.0741 -0.38
C 1.3216 -1.6319 -0.0083 -0.03
N 2.4092 -0.8487 -0.1140 0.09
O 2.2384 0.6295 -0.2138 -0.19
C 1.0547 1.4075 0.1343 -0.12
C 0.0075 0.4843 -0.7139 -0.17
H -2.7528 -0.8832 0.5561 0.09
H -1.7352 0.5795 0.9384 0.07
H -2.8162 0.8612 -0.4681 0.12
H -0.0098 -0.4738 1.1343 0.13
H 1.1527 -2.7328 0.0634 0.13
H 0.6298 1.3833 1.1710 0.12
H 1.0437 2.3828 -0.3283 0.11
H 0.8075 0.2496 -1.6269 0.17
```

# 7
C5H8N2O | ωB97M-V with the def2-TZVPD basis set

Highest occupied orbital energy = -8.6 eV
Multiplicity = 1
Calculated total energy = -10334.781 eV

```
16
Properties=species:S:1:pos:R:3:lowdin_charge:R:1
C 2.4333 -0.4673 0.0975 -0.17
C 0.4870 0.9765 0.0584 -0.23
C -0.5196 0.3043 1.0858 -0.26
C -1.4339 0.0465 -0.9374 -0.09
C -0.9994 1.1238 0.0290 -0.14
H 2.8461 -1.7168 -0.2273 0.13
H 1.8613 -0.4918 1.4727 0.18
H 3.5164 0.3129 -0.2096 0.13
H 1.0125 -0.5008 -1.2523 0.03
H 0.9250 2.0025 0.3347 0.17
H -0.7706 0.5783 2.0916 0.15
H -1.7715 0.1579 -1.9218 0.11
H -1.3381 2.0239 -0.0705 0.09
N 1.3998 0.2031 -0.7572 -0.11
N -1.3125 -1.1182 -0.4857 0.10
O -0.8371 -0.9828 0.8104 -0.07
```

# 8
C5H8N2O | ωB97M-V with the def2-TZVPD basis set

Highest occupied orbital energy = -9.1 eV
Multiplicity = 1
Calculated total energy = -10335.429 eV

```
16
Properties=species:S:1:pos:R:3:lowdin_charge:R:1
C -1.4918 -0.7457 0.6394 -0.11
C -1.4963 -0.3919 -0.8846 -0.11
C -0.3354 0.7140 -0.6051 -0.36
C 1.8288 0.7108 -0.3499 -0.24
C -0.1028 -0.1474 0.5990 -0.44
H -1.8158 -1.7947 1.1284 0.15
H -2.1556 -0.0872 1.2188 0.10
H -0.7659 -1.1012 -1.3836 0.11
H -2.3180 -0.1190 -1.6766 0.13
H -0.9321 1.8152 -0.5915 0.21
H 2.9050 0.4364 -0.8316 0.17
H 2.5949 -0.0613 1.2418 0.14
H 0.8089 -0.7831 -0.0787 0.20
N 0.8799 0.6611 -1.2360 0.02
N 1.8421 0.6182 1.0546 0.04
O 0.5541 0.2758 1.7556 -0.02
```

# 9
C5H8N2O | ωB97M-V with the def2-TZVPD basis set

Highest occupied orbital energy = -8.3 eV
Multiplicity = 1
Calculated total energy = -10337.135 eV

```
16
Properties=species:S:1:pos:R:3:lowdin_charge:R:1
C 2.3937 0.1552 0.0174 -0.12
C 1.0896 -0.3606 0.1551 -0.51
C -1.2541 0.2749 -0.0656 -0.27
C -2.2491 1.2331 -0.2202 0.09
C -1.6585 -1.0898 0.1268 -0.23
H 2.9841 -0.3626 -0.8813 0.09
H 2.1782 1.1396 -0.8742 0.17
H 3.2200 0.3883 1.0209 0.16
H 1.5203 -2.3172 0.0337 0.11
H 0.1977 1.5661 0.5604 0.12
H -3.3165 0.9298 -0.3840 0.08
H -2.0489 2.3206 0.0032 0.08
H -1.0584 -1.7691 0.6480 0.08
N 0.7517 -1.5958 -0.3352 0.06
N 0.1252 0.6736 0.1496 0.07
O -2.8750 -1.1861 0.0456 0.02
```

# 10
C5H8N2O | ωB97M-V with the def2-TZVPD basis set

Highest occupied orbital energy = -9.2 eV
Multiplicity = 1
SMILES = C[C@]12CON=C[C@@H]1N2
Calculated total energy = -10337.082 eV

```
16
Properties=species:S:1:pos:R:3:lowdin_charge:R:1
C 0.8135 0.5157 1.3432 -0.03
C 0.5884 0.2433 -0.1005 -0.47
C -0.4599 1.1833 -0.7241 -0.13
O -1.7354 0.6213 -0.3451 -0.16
N -1.8862 -0.5991 0.4105 0.08
C -0.9576 -1.4743 0.2825 -0.12
C 0.1408 -1.1129 -0.6594 -0.22
N 1.5139 -0.7305 -0.6442 0.11
H -0.0282 0.9376 1.8057 0.06
H 1.6564 1.2247 1.4950 0.10
H 1.0429 -0.4587 1.8023 0.10
H -0.4505 2.2336 -0.4234 0.12
H -0.4774 1.1544 -1.8665 0.14
H -1.1360 -2.3809 0.8701 0.12
H -0.3927 -0.9792 -1.6162 0.14
H 1.7679 -0.3784 -1.6299 0.15
```